1.
A cluster of 15 separate species, C19H68N4O15 in total at a distorted geometry. Source: OMol25; level of theory: the ωB97M-V functional and the def2-TZVPD basis.

CARTESIAN COORDINATES (ANGSTROEM)
O1 -2.635 -4.242 1.344
O2 -4.350 2.042 -2.281
O3 2.963 -2.882 -4.508
O4 -2.766 -0.386 4.154
O5 0.930 0.803 1.711
O6 -3.690 1.180 1.988
O7 -2.531 -1.645 -0.020
O8 4.886 2.373 2.163
O9 1.800 0.733 -4.385
O10 -2.883 0.433 -5.441
O11 3.823 -0.147 -0.502
O12 0.928 -2.155 2.499
O13 0.442 2.603 3.647
O14 3.353 2.455 -0.581
O15 -0.005 3.892 -1.348
N1 2.608 4.724 -0.447
N2 -4.915 -0.659 1.125
N3 -6.053 0.957 2.057
N4 1.797 3.287 0.991
C1 3.997 1.972 3.162
C2 2.638 3.481 0.016
C3 -2.303 -1.593 3.485
C4 1.016 -1.584 3.762
C5 -3.743 0.974 -1.558
C6 -4.885 0.482 1.721
C7 0.430 2.982 -2.306
C8 -1.912 0.919 -4.550
C9 1.738 -2.543 -2.459
C10 2.856 0.757 -3.410
C11 3.838 -0.588 0.837
C12 1.716 -3.057 -3.953
C13 -2.507 -2.338 -1.188
C14 -1.248 -4.376 1.703
C15 -0.606 1.888 4.155
C16 3.642 -2.110 0.978
C17 -1.162 -0.244 -3.943
C18 -0.114 0.639 0.790
C19 0.279 -0.420 -0.217
H1 -1.426 -2.444 -1.400
H2 3.582 0.809 -0.548
H3 -0.346 2.567 -2.947
H4 -4.629 1.711 -3.113
H5 0.812 4.112 -0.779
H6 1.324 3.337 -2.874
H7 -1.487 -2.103 4.068
H8 0.720 -2.459 -2.057
H9 3.297 1.758 -3.417
H10 3.480 -3.664 -4.295
H11 3.591 -2.437 1.989
H12 -1.077 2.502 4.899
H13 -1.058 0.305 1.225
H14 -3.171 0.170 3.513
H15 -2.984 0.508 -2.145
H16 -3.519 -0.166 -4.948
H17 1.984 -1.089 3.858
H18 -6.840 0.293 2.217
H19 -1.164 1.510 -5.075
H20 1.300 4.087 1.476
H21 2.342 5.546 0.131
H22 -0.823 -5.338 1.399
H23 0.053 -1.388 0.191
H24 4.536 -2.535 0.592
H25 2.170 0.244 -5.107
H26 2.481 0.489 -2.417
H27 3.705 0.059 -3.701
H28 1.677 2.369 1.374
H29 -0.674 -0.872 -4.656
H30 4.714 -0.294 1.395
H31 -3.089 -2.340 3.222
H32 3.242 4.794 -1.270
H33 0.910 -2.545 -4.490
H34 -4.466 0.233 -1.326
H35 -2.757 -4.791 0.552
H36 -2.816 -3.335 -0.962
H37 -0.282 -0.278 -1.106
H38 -1.876 -1.277 2.509
H39 3.610 2.824 3.657
H40 -0.249 1.612 0.318
H41 3.020 -0.128 1.431
H42 -0.634 -3.620 1.056
H43 -3.076 -1.823 -1.973
H44 2.724 -2.392 0.435
H45 -0.996 -4.052 2.658
H46 3.066 1.522 2.815
H47 2.205 -1.541 -2.288
H48 -3.170 1.298 -0.624
H49 1.110 -1.403 1.923
H50 -2.189 -2.283 0.629
H51 -1.838 -0.938 -3.503
H52 0.163 -0.878 3.848
H53 -1.244 1.593 3.334
H54 0.196 3.573 3.545
H55 0.969 -2.372 4.506
H56 -0.134 1.042 4.677
H57 1.377 -0.257 -0.419
H58 -5.628 -1.340 1.204
H59 0.705 2.127 -1.785
H60 4.516 1.288 3.865
H61 -2.447 1.522 -3.905
H62 -0.480 0.034 -3.158
H63 -6.024 1.789 2.675
H64 -4.093 -0.916 0.603
H65 0.587 1.341 2.430
H66 2.209 -3.215 -1.810
H67 1.446 -4.082 -3.926
H68 5.510 3.009 2.619

Calculated values
2S+1   1
F_max   7.49 eV/A
E_LUMO   0.03 eV
Relative energy (zero: lowest compared OMol25 entry of this formula, charge and spin)   218.3 kJ/mol
Gap between HOMO and LUMO   0.32706 Ha
Net charge   0

***

2.
A cluster of 25 separate species, C19H72NO31PS2 in total at a distorted geometry. Source: OMol25; level of theory: the ωB97M-V functional and the def2-TZVPD basis.

CARTESIAN COORDINATES (ANGSTROEM)
S1 -4.786 1.517 2.850
S2 -2.660 -0.401 3.778
P1 5.092 2.488 -2.132
O1 -0.073 -4.732 -2.956
O2 -4.286 2.560 -1.889
O3 6.194 0.078 -5.895
O4 -4.164 0.064 8.010
O5 1.940 1.537 7.610
O6 6.786 2.745 -2.326
O7 1.155 0.698 -1.073
O8 -0.041 -7.727 -3.463
O9 -7.955 -4.671 -2.864
O10 -10.895 -0.738 -0.960
O11 5.630 3.059 -10.088
O12 6.991 2.194 -7.735
O13 2.029 0.904 2.905
O14 0.197 -1.469 -2.430
O15 -11.233 -3.776 -0.795
O16 -0.113 2.888 4.179
O17 -6.095 -2.080 -2.878
O18 2.238 -2.811 0.186
O19 4.928 4.570 1.510
O20 -2.856 6.469 -0.902
O21 4.427 4.020 -1.716
O22 -8.754 -2.564 0.353
O23 1.192 1.375 0.116
O24 -4.607 -2.426 6.217
O25 8.615 -3.082 1.962
O26 4.546 1.960 -3.498
O27 5.915 -2.468 3.240
O28 0.807 4.143 6.993
O29 -5.717 -1.977 -0.113
O30 -1.651 4.084 -1.806
O31 8.531 2.203 -10.368
N1 -2.757 0.627 1.125
C1 2.604 -0.105 2.440
C2 4.965 -0.949 1.492
C3 -2.747 1.950 0.434
C4 4.885 -2.051 2.668
C5 3.773 0.063 1.340
C6 -1.999 -1.534 0.127
C7 2.438 2.140 0.092
C8 -3.248 -0.489 0.260
C9 -3.414 0.664 2.433
C10 4.922 1.226 -0.736
C11 0.015 -1.334 4.264
C12 3.709 1.141 0.234
C13 6.156 -0.870 0.519
C14 -1.535 2.874 0.990
C15 6.104 0.223 -0.578
C16 3.393 -2.550 3.005
C17 2.313 -1.617 2.889
C18 0.846 -2.196 3.194
C19 -0.832 -0.159 3.567
H1 0.704 2.483 3.857
H2 -0.497 -5.079 -2.162
H3 -4.627 -0.726 7.699
H4 2.644 -1.975 -0.079
H5 8.995 2.536 -11.145
H6 -5.069 -3.214 5.907
H7 -4.104 -1.110 0.751
H8 -8.777 -2.431 1.310
H9 -0.756 -2.059 4.730
H10 7.713 1.553 -7.787
H11 8.071 1.417 -10.689
H12 5.683 0.288 -5.100
H13 -9.393 -1.918 0.013
H14 0.830 -0.233 -0.942
H15 4.778 3.015 -9.637
H16 6.981 0.268 -1.304
H17 2.589 0.860 7.383
H18 4.173 4.018 -0.754
H19 -3.846 2.682 -2.741
H20 7.400 3.029 -7.998
H21 -2.471 1.731 -0.664
H22 -5.634 -1.766 -3.666
H23 2.504 2.856 0.973
H24 -1.001 -0.992 0.341
H25 -2.060 -2.359 0.936
H26 5.176 5.329 2.053
H27 -10.380 -3.548 -0.397
H28 -6.659 -2.156 0.001
H29 -0.945 -7.958 -3.710
H30 6.409 0.945 -6.266
H31 0.286 -2.216 2.187
H32 -3.749 2.486 0.400
H33 6.170 2.399 -9.632
H34 -1.243 4.916 -2.083
H35 3.205 -3.635 3.321
H36 0.940 -3.259 3.628
H37 -0.928 3.446 -1.843
H38 -11.839 -0.910 -0.850
H39 0.190 3.542 4.825
H40 5.024 3.815 2.105
H41 -0.579 -0.044 2.446
H42 0.669 -0.847 5.063
H43 1.524 1.202 8.414
H44 9.164 -3.736 2.410
H45 -5.194 2.333 -2.125
H46 0.666 -1.128 -3.203
H47 -0.807 3.069 0.119
H48 -3.706 0.389 7.226
H49 7.039 -1.581 0.575
H50 -5.633 -1.781 -1.059
H51 2.449 2.667 -0.928
H52 -1.878 3.902 1.343
H53 0.198 3.963 7.718
H54 7.765 -3.134 2.420
H55 -7.415 -5.319 -2.396
H56 -3.527 -0.157 -0.807
H57 7.058 3.380 -1.613
H58 -0.921 2.324 1.788
H59 -0.574 0.868 4.028
H60 -0.251 -2.259 -2.760
H61 1.655 3.806 7.311
H62 -1.998 -2.066 -0.880
H63 -10.801 -0.536 -1.900
H64 0.402 -7.584 -4.308
H65 -11.285 -3.209 -1.574
H66 2.961 -3.448 0.133
H67 -2.858 5.502 -0.857
H68 -2.604 6.743 -0.013
H69 -4.148 -2.099 5.432
H70 -8.806 -4.702 -2.408
H71 -6.560 -2.874 -3.178
H72 0.587 -5.399 -3.177

Calculated values
2S+1   1
F_max   5.14 eV/A
E_LUMO   -1.75 eV
Gap between HOMO and LUMO   0.22320 Ha
Net charge   0

***

3.
A cluster of 19 separate species, C19H76N38O19 in total at a distorted geometry. Source: OMol25; level of theory: the ωB97M-V functional and the def2-TZVPD basis.

CARTESIAN COORDINATES (ANGSTROEM)
O1 0.965 -0.163 -4.734
O2 -1.282 0.094 -0.476
O3 5.036 6.557 0.636
O4 -3.720 -4.517 1.859
O5 2.086 6.843 -2.901
O6 2.662 -2.131 0.637
O7 4.091 -3.535 -2.322
O8 0.767 -6.518 2.760
O9 2.424 1.092 4.937
O10 -6.088 0.868 0.164
O11 -4.126 3.791 1.777
O12 -2.860 4.545 -2.495
O13 -4.294 -2.818 6.062
O14 -0.148 -4.784 5.616
O15 -1.095 -4.622 -1.986
O16 1.790 2.157 -1.560
O17 -2.419 -1.371 3.209
O18 -3.029 2.045 -4.316
O19 6.255 2.819 -3.333
N1 -0.908 -4.006 3.689
N2 4.292 4.434 0.953
N3 -1.103 5.856 -2.652
N4 5.687 1.862 -1.469
N5 2.347 1.526 -4.227
N6 0.514 -3.189 -2.550
N7 -4.542 4.850 -0.104
N8 -3.875 -0.103 2.025
N9 2.279 -5.745 1.216
N10 -2.757 -5.575 0.208
N11 -6.787 2.509 1.434
N12 -4.455 -0.978 3.947
N13 5.973 5.307 2.078
N14 -3.466 -3.588 -0.158
N15 4.645 -3.124 1.170
N16 -1.117 -2.838 5.365
N17 3.651 7.396 -4.433
N18 -1.004 3.871 -3.653
N19 4.266 -0.995 1.469
N20 -3.377 3.036 -0.217
N21 -0.401 -1.500 0.672
N22 -4.503 -4.655 4.837
N23 -1.876 0.449 -3.208
N24 3.521 -2.903 -4.404
N25 2.161 0.288 6.934
N26 0.309 -4.934 -3.679
N27 0.817 -0.283 -0.572
N28 5.568 0.725 -3.290
N29 1.621 4.258 -0.814
N30 -8.201 1.118 0.774
N31 1.857 -1.055 5.379
N32 2.885 0.028 -5.624
N33 -0.025 2.872 -0.367
N34 -5.710 -4.411 6.606
N35 0.266 -5.165 1.011
N36 3.024 5.260 -3.998
N37 -3.918 0.879 -2.658
N38 3.601 -1.400 -2.638
C1 5.815 1.895 -2.790
C2 2.058 0.170 5.709
C3 -4.076 3.908 0.548
C4 -0.217 -4.237 -2.705
C5 1.083 -5.865 1.722
C6 1.139 3.033 -0.942
C7 3.726 -2.656 -3.114
C8 5.083 5.491 1.173
C9 -0.725 -3.948 4.931
C10 -2.960 1.146 -3.499
C11 -0.372 -0.498 -0.159
C12 3.819 -2.141 0.975
C13 -3.498 -0.786 3.069
C14 -1.707 4.733 -2.938
C15 -3.287 -4.513 0.754
C16 -6.958 1.447 0.768
C17 2.890 6.543 -3.727
C18 -4.754 -3.895 5.892
C19 2.016 0.386 -4.722
H1 0.497 -1.868 0.951
H2 -4.824 1.306 -2.787
H3 -0.210 4.139 -4.217
H4 -2.866 2.253 0.165
H5 3.390 -1.297 -1.656
H6 3.729 -3.853 -4.679
H7 -7.548 2.770 2.044
H8 6.634 6.050 2.250
H9 -1.636 6.377 -1.971
H10 -3.991 -2.760 0.084
H11 2.605 -0.835 -6.068
H12 1.228 -4.569 -3.884
H13 -3.365 3.193 -1.214
H14 4.593 -3.979 0.634
H15 -1.738 -0.023 -2.325
H16 1.030 0.540 -1.116
H17 -3.735 0.331 -1.829
H18 -1.182 -1.739 1.265
H19 3.020 -6.087 1.811
H20 -8.345 0.174 0.446
H21 3.367 -0.724 -3.352
H22 -4.935 -5.559 4.705
H23 3.806 -0.180 1.849
H24 -1.526 -2.194 4.702
H25 -2.798 -6.444 0.722
H26 6.168 4.398 2.474
H27 3.422 8.374 -4.322
H28 2.994 -2.214 -4.921
H29 -4.742 0.407 1.937
H30 3.539 4.493 0.283
H31 1.557 -0.842 -0.172
H32 1.962 -0.521 7.506
H33 -1.183 0.216 -3.904
H34 5.265 -1.015 1.616
H35 3.232 1.920 -4.513
H36 5.257 -0.139 -2.869
H37 0.101 -2.550 -1.885
H38 -5.264 5.355 0.391
H39 6.131 2.665 -1.048
H40 3.971 7.122 -5.350
H41 -1.123 -4.960 3.436
H42 -4.593 4.827 -1.112
H43 2.081 -1.308 4.427
H44 -5.273 -0.419 3.751
H45 -4.460 -1.565 4.769
H46 -5.962 3.074 1.582
H47 -0.964 -2.513 6.309
H48 5.637 0.564 -4.285
H49 0.972 -2.944 -3.416
H50 1.010 5.050 -0.677
H51 -1.563 3.070 -3.912
H52 -0.192 3.601 0.312
H53 -8.808 1.669 1.364
H54 -2.175 -5.421 -0.603
H55 3.823 0.392 -5.705
H56 2.403 4.604 -3.546
H57 -3.258 -0.082 1.226
H58 4.312 3.687 1.632
H59 -0.620 -4.898 1.415
H60 -3.375 -3.867 -1.124
H61 0.738 -4.641 0.287
H62 -0.181 6.189 -2.895
H63 5.204 1.165 -0.920
H64 2.142 1.188 7.392
H65 -0.537 2.002 -0.394
H66 5.478 -2.790 1.635
H67 -1.383 -3.230 3.250
H68 -6.046 -3.945 7.437
H69 -3.912 -4.202 4.154
H70 -6.126 -5.277 6.294
H71 2.458 4.387 -1.364
H72 1.825 1.961 -3.480
H73 2.323 -6.082 0.265
H74 3.523 4.912 -4.804
H75 0.018 -5.810 -4.089
H76 1.642 -1.719 6.108

Calculated values
2S+1   1
F_max   12.25 eV/A
E_LUMO   -0.10 eV
Relative energy (zero: lowest compared OMol25 entry of this formula, charge and spin)   1200.0 kJ/mol
Gap between HOMO and LUMO   0.29435 Ha
Net charge   0

***

4.
A structure of composition C19H8BrCoF5IN2OSe. Source: OMol25; level of theory: the ωB97M-V functional and the def2-TZVPD basis.

CARTESIAN COORDINATES (ANGSTROEM)
I1 -1.253 -1.256 1.266
Br1 -2.490 0.257 4.179
Se1 0.719 -0.647 -2.617
Co1 -0.540 0.175 -0.853
F1 5.729 0.495 -3.549
F2 1.886 0.072 0.231
F3 3.277 -0.193 -4.294
F4 6.300 0.967 -0.945
F5 4.349 0.732 0.926
O1 0.625 3.036 -1.052
N1 -2.471 0.093 -1.650
N2 -7.684 -0.802 -2.576
C1 4.777 0.383 -2.632
C2 2.474 -0.097 -2.072
C3 0.146 0.100 5.123
C4 -3.406 0.973 -1.249
C5 -4.752 0.791 -1.475
C6 -2.880 -1.002 -2.313
C7 -0.091 -0.739 2.906
C8 -4.208 -1.261 -2.584
C9 5.072 0.622 -1.308
C10 4.081 0.505 -0.359
C11 2.815 0.154 -0.763
C12 0.090 2.075 -0.862
C13 -0.668 -0.173 4.033
C14 -5.158 -0.353 -2.145
C15 1.502 -0.188 5.073
C16 -6.568 -0.600 -2.388
C17 1.261 -1.038 2.842
C18 2.063 -0.753 3.937
C19 3.493 0.028 -3.001
H1 -5.470 1.523 -1.134
H2 -0.293 0.539 6.008
H3 -2.105 -1.682 -2.640
H4 -3.057 1.859 -0.734
H5 2.121 0.027 5.936
H6 -4.493 -2.154 -3.124
H7 1.683 -1.492 1.959
H8 3.121 -0.980 3.898

Calculated values
2S+1   4
F_max   0.66 eV/A
E_LUMO (alpha / beta)   -4.01 / -4.88 eV
⟨S²⟩   3.771
Relative energy (zero: lowest compared OMol25 entry of this formula, charge and spin)   31.2 kJ/mol
Gap between HOMO and LUMO (alpha / beta)   0.27870 / 0.24950 Ha
Net charge   +1

***

5.
A structure of composition C19H9BrF5N5O2S2TeW. Source: OMol25; level of theory: the ωB97M-V functional and the def2-TZVPD basis.

CARTESIAN COORDINATES (ANGSTROEM)
W1 -3.005 0.963 -2.015
Te1 -1.484 3.581 -0.929
Br1 1.785 -1.771 5.536
S1 -3.795 -0.392 -0.140
S2 -3.839 -0.872 -3.211
F1 -2.507 5.081 -1.411
F2 -1.747 0.591 -3.397
F3 -2.870 2.610 -3.005
F4 -1.294 4.390 0.742
F5 -4.806 1.457 -1.967
O1 -1.377 0.625 -1.030
O2 -2.879 2.488 -0.508
N1 4.427 -1.556 0.060
N2 0.404 2.166 0.196
N3 -6.957 -2.134 0.676
N4 3.903 -1.116 -0.967
N5 -6.985 -2.836 -3.354
C1 2.178 0.580 -0.313
C2 1.854 -2.151 2.723
C3 1.649 -1.281 -1.771
C4 -5.126 -1.192 -0.882
C5 2.422 -2.087 1.462
C6 4.452 -1.226 2.428
C7 3.066 1.379 0.446
C8 1.250 2.849 0.933
C9 3.718 -1.604 1.310
C10 -6.152 -1.709 -0.024
C11 0.300 -0.882 -1.817
C12 2.598 2.487 1.089
C13 2.577 -1.714 3.823
C14 -5.151 -1.421 -2.222
C15 2.554 -0.619 -0.988
C16 3.877 -1.253 3.687
C17 0.839 1.014 -0.406
C18 -6.167 -2.209 -2.847
C19 -0.105 0.222 -1.123
H1 1.976 -2.155 -2.319
H2 4.439 -0.942 4.557
H3 1.854 -2.427 0.607
H4 3.249 3.106 1.691
H5 4.110 1.110 0.510
H6 5.479 -0.909 2.293
H7 0.861 3.743 1.405
H8 0.851 -2.533 2.851
H9 -0.428 -1.450 -2.380

Calculated values
2S+1   1
F_max   0.59 eV/A
E_LUMO   -2.37 eV
Relative energy (zero: lowest compared OMol25 entry of this formula, charge and spin)   104.0 kJ/mol
Gap between HOMO and LUMO   0.24802 Ha
Net charge   0

***

- F_max of number 4 (C19H8BrCoF5IN2OSe)?
  0.66 eV/A

***

- Among the records above, which one has the highest net charge?
  C19H8BrCoF5IN2OSe

***

- Which value of F_max does entry 3 give?
  12.25 eV/A

***

- What is the formula in the fourth record?
  C19H8BrCoF5IN2OSe